# 1
The following is a DFT calculation (ωB97M-V/def2-TZVPD) of a single C6H12O molecule.

Output
SMILES ... CCO[C@H]1C[C@H]1C
Energy above the lowest of the compared OMol25 structures with the same formula, charge and spin ... 140.78 kJ/mol
Calculated total energy ... -8462.89485 eV

Last column: Löwdin charge in e.
CARTESIAN COORDINATES (ANGSTROEM)
C  2.737  0.712  0.170  -0.08
C  1.625  -0.247  -0.204  -0.28
O  0.580  -0.137  0.747  -0.11
C  -0.484  -0.979  0.447  -0.34
C  -1.794  -0.733  1.115  -0.05
C  -1.640  -0.477  -0.373  -0.27
C  -1.719  0.963  -0.849  -0.07
H  3.118  0.490  1.171  0.08
H  2.380  1.746  0.159  0.08
H  3.565  0.627  -0.542  0.08
H  2.010  -1.281  -0.216  0.12
H  1.254  -0.025  -1.216  0.12
H  -0.194  -2.025  0.310  0.15
H  -1.834  0.153  1.747  0.12
H  -2.383  -1.572  1.480  0.10
H  -2.017  -1.233  -1.051  0.13
H  -1.459  1.057  -1.911  0.07
H  -2.726  1.390  -0.722  0.08
H  -1.020  1.569  -0.263  0.08

# 2
The following is a DFT calculation (ωB97M-V/def2-TZVPD) of 2 unconnected molecules or ions with the total composition C6H12O at a distorted geometry.

Output
SMILES ... C=C/C=C/CC.O
Energy above the lowest of the compared OMol25 structures with the same formula, charge and spin ... 341.60 kJ/mol
Calculated total energy ... -8460.81349 eV

Last column: Löwdin charge in e.
CARTESIAN COORDINATES (ANGSTROEM)
C  -2.999  0.540  -0.349  -0.12
C  -2.056  0.289  -1.529  -0.25
C  -0.698  -0.218  -1.157  -0.10
C  -0.215  -0.254  0.094  -0.14
C  0.932  -1.059  0.467  -0.21
C  1.067  -1.723  1.645  0.00
H  -2.815  -0.224  0.416  0.07
H  -4.059  0.401  -0.549  0.07
H  -2.782  1.476  0.163  0.07
H  -1.913  1.241  -2.057  0.11
H  -2.604  -0.355  -2.220  0.11
H  -0.010  -0.510  -1.948  0.11
H  -0.680  0.348  0.867  0.11
H  1.452  -1.445  -0.424  0.11
H  0.315  -2.354  2.107  0.06
H  2.024  -1.833  2.153  0.05
H  4.269  1.840  0.237  0.04
H  3.008  1.141  0.272  0.02
O  3.476  1.811  0.792  -0.07